Density functional theory data (ωB97M-V/def2-TZVPD) for C34H31FeN7O2S3Te as an isolated structure at a distorted geometry.

Cartesian coordinates (Å):
Fe  -0.3021  -0.3135  0.1921
C  1.5877  1.8965  5.2747
C  1.8565  2.1305  3.9335
C  1.1439  1.4718  2.9461
C  0.1374  0.5620  3.2753
C  -0.1183  0.3146  4.6334
C  0.6001  0.9772  5.6134
N  -0.6087  -0.0391  2.2531
N  -1.6673  -0.6963  2.6896
C  -2.4489  -1.1803  1.7143
C  -3.6115  -1.9148  2.0342
C  -4.3988  -2.4080  1.0329
C  -4.0778  -2.1274  -0.3054
C  -2.9525  -1.3929  -0.5550
N  -2.1125  -0.9592  0.4099
H  2.1397  2.4198  6.0456
H  2.6290  2.8373  3.6534
H  1.3511  1.6716  1.9092
H  -0.8889  -0.3970  4.8880
H  0.3904  0.7744  6.6576
H  -3.8314  -2.0816  3.0796
H  -5.2695  -3.0083  1.2657
H  -4.6966  -2.4666  -1.1233
H  -2.6904  -1.1086  -1.5668
C  5.4579  -2.8486  -4.6655
C  4.7151  -2.4159  -3.4258
C  5.1583  -2.7853  -2.1591
C  4.4488  -2.4200  -1.0258
C  3.2797  -1.6851  -1.1624
C  2.8486  -1.2610  -2.4135
C  3.5696  -1.6275  -3.5359
S  2.3612  -1.3006  0.3036
O  1.2325  -2.2208  0.4893
O  3.3198  -1.2266  1.3678
N  1.5681  0.0510  -0.0126
C  2.1452  1.2764  -0.2884
C  3.4855  1.5805  -0.3632
C  3.8953  2.9152  -0.5633
C  2.9922  3.9341  -0.6612
C  1.6081  3.6509  -0.5960
C  0.6026  4.6429  -0.6286
C  -0.7067  4.2763  -0.5297
C  -1.0381  2.9105  -0.4448
N  -0.1400  1.9535  -0.4160
C  1.1817  2.3145  -0.4606
H  6.1867  -3.6253  -4.4374
H  5.9893  -2.0044  -5.1125
H  4.7586  -3.2290  -5.4114
H  6.0697  -3.3643  -2.0632
H  4.7831  -2.6927  -0.0319
H  1.9736  -0.6329  -2.4981
H  3.2428  -1.3040  -4.5177
H  4.2222  0.8026  -0.2142
H  4.9554  3.1338  -0.6084
H  3.3234  4.9610  -0.7571
H  0.8867  5.6862  -0.7131
H  -1.4966  5.0161  -0.5323
H  -2.0751  2.5918  -0.4122
S  -4.3313  1.3982  -0.6584
C  -5.3049  2.7232  -0.4090
N  -6.4237  3.0329  -1.1028
C  -7.1380  4.1904  -0.5725
C  -6.1796  4.6953  0.5282
N  -5.1117  3.7015  0.5028
H  -6.8277  2.3593  -1.7263
H  -8.1088  3.9054  -0.1674
H  -7.2878  4.9401  -1.3473
H  -6.6635  4.7386  1.5028
H  -5.7911  5.6860  0.2943
H  -4.4270  3.5996  1.2298
Te  -0.2670  -3.1105  -2.0308
C  0.5141  -4.9302  -1.4286
C  -0.1820  -6.0971  -1.2361
C  0.6376  -7.1674  -0.7978
C  1.9432  -6.7945  -0.6576
S  2.1814  -5.1555  -1.0674
H  -1.2459  -6.1828  -1.4138
H  0.2708  -8.1626  -0.5861
H  2.7769  -7.3855  -0.3063

As for the relative energy (zero: lowest compared OMol25 entry of this formula, charge and spin): 47.0 kcal per mole. The calculation puts the HOMO-LUMO gap (spin up / spin down) at 6.0 / 5.9 eV. For the energy, the calculation gives -124471.8607 eV. The value obtained for the LUMO energy (spin up / spin down) is 0.0036 / -0.0564 hartree. As for the total charge: 0. As for the expectation value of S²: 6.088. Its spin multiplicity is 5.

Charges per atom according to Löwdin partitioning, unit e:
1 Fe 0.658
2 C -0.109
3 C -0.087
4 C -0.025
5 C -0.248
6 C -0.033
7 C -0.097
8 N -0.027
9 N 0.049
10 C -0.339
11 C -0.012
12 C -0.074
13 C -0.106
14 C -0.302
15 N -0.026
16 H 0.094
17 H 0.100
18 H 0.075
19 H 0.093
20 H 0.097
21 H 0.110
22 H 0.105
23 H 0.104
24 H 0.074
25 C -0.047
26 C -0.263
27 C -0.038
28 C -0.073
29 C -0.317
30 C -0.106
31 C -0.032
32 S 0.583
33 O -0.427
34 O -0.271
35 N -0.225
36 C -0.279
37 C -0.004
38 C -0.067
39 C -0.048
40 C -0.155
41 C -0.004
42 C -0.042
43 C -0.112
44 N 0.097
45 C -0.171
46 H 0.074
47 H 0.084
48 H 0.081
49 H 0.114
50 H 0.119
51 H 0.091
52 H 0.119
53 H 0.109
54 H 0.107
55 H 0.109
56 H 0.119
57 H 0.103
58 H 0.023
59 S 0.687
60 C -0.887
61 N 0.005
62 C -0.135
63 C -0.135
64 N 0.010
65 H 0.129
66 H 0.113
67 H 0.111
68 H 0.114
69 H 0.111
70 H 0.135
71 Te 1.070
72 C -1.019
73 C -0.251
74 C -0.192
75 C -0.412
76 S 0.961
77 H 0.095
78 H 0.101
79 H 0.067